1.
The following is a quantum chemistry calculation of a cluster of 15 separate species, C21H72N14O15 in total in a non-equilibrium geometry, from OMol25.

Positions of all 122 atoms, in Å:
C -2.0149 -2.6840 -1.5656
C -3.1283 -3.6704 -1.9528
O -2.9752 -4.8216 -1.2345
H -0.9940 -3.1261 -1.5427
H -2.1876 -2.1227 -0.6681
H -1.9133 -1.8687 -2.3490
H -3.0874 -3.9738 -2.9923
H -4.0968 -3.1328 -1.7885
H -3.3517 -5.5150 -1.7915
C 3.4233 4.0043 -2.6612
C 3.7743 3.5268 -1.2067
O 4.4040 2.2871 -1.4174
H 2.8857 4.9543 -2.6451
H 2.8094 3.1890 -3.0514
H 4.3606 4.1128 -3.2164
H 2.9526 3.3855 -0.5110
H 4.4282 4.1772 -0.8750
H 4.8892 1.9900 -0.6228
C -4.7161 0.3989 -0.2824
C -5.4476 -0.5291 -1.2715
O -6.1866 -1.4045 -0.5482
H -4.1015 1.0577 -0.8371
H -4.1753 -0.1506 0.4855
H -5.4243 1.0049 0.2014
H -4.8251 -1.1620 -1.9646
H -6.0951 0.0473 -1.9085
H -6.9809 -1.6326 -1.0408
C -3.6301 1.6491 -3.5289
C -2.4069 0.8121 -3.3369
O -1.2612 1.5732 -3.6141
H -3.7723 2.0424 -4.5460
H -3.7200 2.4261 -2.8243
H -4.4912 1.0766 -3.5099
H -2.3432 0.0562 -4.1060
H -2.3048 0.3869 -2.3352
H -0.5095 1.0924 -3.2124
C -2.8153 2.9422 1.3585
C -3.0234 3.9062 0.2198
O -2.0903 4.9703 0.4313
H -3.4009 2.0193 1.2700
H -3.0811 3.5278 2.2501
H -1.7716 2.7207 1.3722
H -3.9852 4.2917 0.1458
H -2.7543 3.3680 -0.6850
H -2.4309 5.5835 -0.2214
C 0.2321 4.2193 3.0714
C 1.5073 3.5278 2.7530
O 1.2256 2.1346 2.6734
H -0.2053 3.8947 3.9994
H -0.4980 4.1418 2.3149
H 0.4998 5.2837 3.0629
H 2.2131 3.7719 3.4836
H 1.9026 3.8850 1.7801
H 2.0544 1.6571 2.5704
C 0.6841 -5.3631 -0.5271
O 1.9452 -5.8069 -0.7515
N 0.4526 -4.7193 0.5996
N -0.2881 -5.5674 -1.3636
H 1.2127 -4.3177 1.2177
H -0.5193 -4.4981 0.8446
H -0.1628 -6.1706 -2.2209
H -1.2312 -5.2381 -1.1371
C 3.6588 -2.2532 -0.8904
O 4.5551 -1.2371 -0.5178
N 2.5837 -1.8797 -1.4694
N 3.7206 -3.5380 -0.5217
H 2.5239 -0.8371 -1.8149
H 2.0195 -2.5171 -2.0215
H 4.5382 -3.8789 -0.0566
H 3.2011 -4.2410 -1.0520
C 2.2734 -2.7919 2.8417
O 2.4881 -2.9386 4.1807
N 2.4911 -3.6884 1.9112
N 1.7153 -1.7356 2.3994
H 2.9829 -4.5034 2.2834
H 2.8626 -3.3640 1.0041
H 1.2221 -1.2418 3.1458
H 1.2305 -1.6285 1.4882
C -0.0001 -0.1285 0.1084
O -1.3381 0.2162 0.2095
N 0.4456 -1.3463 -0.1475
N 1.0047 0.7087 0.1924
H -0.2085 -2.1216 -0.2596
H 1.4892 -1.6093 -0.3860
H 0.7367 1.7410 0.3194
H 1.9222 0.4533 0.7256
C -0.8519 -0.4251 4.2138
O -1.5065 -1.0104 5.2621
N 0.4325 -0.1764 4.2279
N -1.3799 0.0524 3.1298
H 0.8328 -0.5357 5.1362
H 0.6868 0.7778 3.9535
H -2.3308 -0.1568 3.1151
H -0.9146 0.3626 2.3191
C 1.8743 0.4399 -3.2822
O 2.2857 1.0070 -4.4336
N 0.7739 -0.2543 -3.1787
N 2.3615 0.6863 -2.1288
H 0.3721 -0.5000 -4.0822
H 0.6053 -0.7914 -2.3405
H 3.1420 1.3431 -2.1112
H 1.7202 0.7646 -1.3006
C 4.1472 1.0629 1.8083
O 5.0739 1.6861 1.0422
N 3.3332 0.1253 1.3560
N 3.8803 1.4807 3.0261
H 3.8006 -0.2708 0.5606
H 2.7938 -0.5064 1.9733
H 4.4737 2.2450 3.3174
H 3.5798 0.8521 3.7768
C -1.4473 -3.3981 2.4343
O -1.9994 -4.3843 1.6105
H -0.4532 -3.6893 2.8443
H -2.1304 -3.2144 3.2825
H -1.2868 -2.4166 1.9933
H -2.9412 -4.0929 1.4463
C -0.0011 4.0670 -1.7778
O 0.2510 3.4816 -0.4740
H -0.9511 3.7120 -2.2844
H 0.7963 3.8218 -2.5296
H 0.0026 5.1007 -1.8311
H -0.6021 3.4943 0.0128

Force components x, y, z for each atom (eV/Å):
0.747 0.773 -2.073
0.114 2.705 -0.716
-0.607 -2.079 1.139
-0.860 -0.229 -0.032
-0.355 0.020 0.716
-0.369 -0.881 0.685
0.149 0.642 -0.583
0.456 -0.682 0.034
-0.012 -0.216 0.599
-0.331 -0.575 1.625
-2.302 -2.333 -3.187
0.627 -0.576 -0.418
-0.058 -0.107 -0.115
0.079 0.457 -0.689
-0.283 -0.161 0.065
-0.559 0.400 -0.082
3.251 3.331 2.323
-0.329 0.011 0.135
-0.041 -1.532 -1.132
1.714 0.601 -0.823
-2.005 -1.878 1.596
1.108 0.557 -0.364
0.264 -0.086 -0.251
-1.229 0.708 0.723
0.327 1.092 0.463
-0.190 0.657 -0.445
0.056 -0.149 0.194
0.531 0.173 -1.488
0.610 0.050 -0.585
1.001 0.951 0.582
0.940 0.303 0.167
0.001 1.073 0.860
-1.847 -1.563 0.773
-0.788 -1.056 -0.036
-0.463 -0.109 0.085
-0.452 0.612 -0.405
-1.241 0.811 0.375
2.061 -1.677 0.340
-0.703 0.062 -0.426
0.226 0.352 0.082
0.132 -0.621 0.171
0.650 -0.544 0.292
-1.943 0.553 -0.067
-0.145 0.050 -0.612
0.687 0.856 -0.031
0.669 1.339 0.051
-0.952 -0.284 -1.876
-0.357 -0.332 0.212
-0.016 0.038 0.534
-0.755 -0.356 -0.960
-0.364 -0.002 0.534
1.340 -0.003 1.357
-0.190 -0.177 0.330
0.129 0.373 0.021
7.096 -1.914 0.471
-4.005 1.789 0.018
-1.014 1.423 1.053
-1.971 -1.286 -2.971
-0.996 -1.150 -1.098
0.558 -0.425 -0.424
0.078 1.107 1.831
0.350 -0.373 -0.205
6.848 4.118 3.122
-3.724 -5.567 -1.552
-2.995 1.782 -3.359
0.880 -0.300 -0.638
1.106 -1.250 0.659
0.273 -0.368 0.208
0.550 0.082 -0.097
-0.325 -0.339 0.402
1.452 -2.173 8.476
-0.735 0.346 -6.324
2.485 -2.717 -0.281
-2.760 4.366 -1.175
-0.059 0.189 -0.369
-0.256 -0.424 0.545
0.010 0.519 0.118
0.460 -0.946 0.839
-6.506 1.493 0.175
6.183 -1.731 -0.558
0.223 -3.276 -0.434
0.803 4.228 1.811
0.186 0.543 0.345
-2.310 0.968 0.279
0.401 -1.870 -0.293
-1.430 0.532 -1.252
-4.066 -2.497 5.931
2.914 2.451 -5.498
4.435 -0.271 3.316
-2.285 -0.214 -0.080
-0.272 0.815 -1.339
0.042 -0.226 0.063
-1.862 0.088 -0.821
0.420 0.377 -0.929
1.480 4.787 -8.065
-1.704 -3.188 4.960
-2.945 -2.461 -1.815
2.416 1.520 3.625
-0.103 -0.310 0.565
-0.461 -0.092 -0.302
0.647 -0.134 0.413
0.554 0.104 -0.813
4.323 3.144 -4.055
-4.028 -2.817 3.882
0.120 -0.262 -0.049
0.655 1.154 3.006
0.246 -1.304 -1.346
0.815 0.122 0.063
-0.011 -0.095 0.190
0.234 0.186 -0.616
0.282 0.883 2.287
-2.039 0.461 -0.639
-0.836 -0.274 -0.247
0.530 -0.070 -0.028
-0.155 0.100 -0.716
1.545 -0.768 -0.021
-0.218 -2.615 -1.655
-0.737 0.292 -0.645
0.940 0.106 0.933
-0.490 -0.443 1.135
-0.151 2.318 0.831
0.779 0.416 -0.516

The energy above the lowest of the compared OMol25 structures with the same formula, charge and spin comes out at 96.4 kJ/mol. As for the LUMO energy: -0.10 eV. The calculation puts the frontier orbital gap at 9.4 eV. As for the HOMO energy: -9.5 eV. The total charge is 0.

2.
The following is a quantum chemistry calculation of the molecule ClH3OSi in a non-equilibrium geometry, from OMol25.

Positions of all 6 atoms, in Å:
O -1.8134 -0.5263 0.0196
Si -0.2172 -0.1231 -0.0407
Cl -3.3351 0.1410 0.0223
H 0.1255 -1.3257 0.7320
H 0.3769 -0.0316 -1.2598
H 0.1741 1.0157 0.5918

Force components x, y, z for each atom (eV/Å):
4.303 -2.642 -0.782
-0.240 -2.566 1.919
-6.190 2.903 0.111
0.927 0.006 0.036
0.806 -0.138 -2.766
0.394 2.437 1.483

The energy above the lowest of the compared OMol25 structures with the same formula, charge and spin comes out at 146.2 kJ/mol. As for the LUMO energy (spin up / spin down): 0.75 / -3.12 eV. The calculation puts the frontier orbital gap (spin up / spin down) at 7.8 / 7.4 eV. Its spin multiplicity is 3. As for the HOMO energy (spin up / spin down): -7.1 / -10.5 eV. The total charge is 0.